No. 1
{"formula": "C26H84N22O14", "method": "ωB97M-V/def2-TZVPD", "relative_energy_kj_mol": 0.0, "gap_ev": 8.413, "charge": 0, "e_homo_ev": -8.50, "symbols": ["C", "O", "H", "H", "H", "H", "C", "O", "N", "N", "H", "H", "H", "H", "C", "O", "N", "N", "H", "H", "H", "H", "C", "O", "N", "N", "H", "H", "H", "H", "C", "O", "N", "N", "H", "H", "H", "H", "C", "O", "N", "N", "H", "H", "H", "H", "C", "O", "N", "N", "H", "H", "H", "H", "C", "O", "N", "N", "H", "H", "H", "H", "C", "O", "N", "N", "H", "H", "H", "H", "C", "O", "N", "N", "H", "H", "H", "H", "C", "C", "C", "O", "C", "N", "H", "H", "H", "H", "H", "H", "H", "H", "H", "H", "H", "C", "C", "C", "O", "C", "N", "H", "H", "H", "H", "H", "H", "H", "H", "H", "H", "H", "C", "C", "C", "O", "C", "N", "H", "H", "H", "H", "H", "H", "H", "H", "H", "H", "H", "C", "C", "C", "O", "C", "N", "H", "H", "H", "H", "H", "H", "H", "H", "H", "H", "H"], "coordinates": [[-2.91, 1.23, 2.28], [-3.80, 2.31, 2.11], [-2.57, 0.88, 1.30], [-1.95, 1.63, 2.67], [-3.25, 0.57, 3.07], [-3.41, 2.98, 1.50], [0.84, 4.61, -2.25], [0.68, 5.38, -3.23], [0.15, 3.38, -2.03], [1.61, 4.93, -1.09], [-0.69, 3.28, -2.58], [0.48, 2.65, -1.40], [1.43, 4.36, -0.29], [1.90, 5.89, -1.04], [1.86, -3.36, -2.07], [0.66, -2.91, -1.82], [2.08, -4.76, -2.14], [2.93, -2.52, -2.43], [3.03, -5.06, -2.28], [1.30, -5.40, -2.01], [3.78, -2.93, -2.75], [2.68, -1.53, -2.44], [-1.39, -2.87, 4.52], [-1.77, -2.47, 5.65], [-2.23, -2.85, 3.41], [-0.19, -3.56, 4.33], [-3.12, -2.43, 3.60], [-1.91, -3.04, 2.45], [0.48, -3.55, 5.09], [-0.04, -4.19, 3.57], [0.20, 3.67, 3.79], [0.09, 2.53, 4.29], [0.69, 3.89, 2.49], [-0.05, 4.84, 4.50], [0.87, 3.07, 1.90], [1.04, 4.79, 2.25], [-0.04, 5.75, 4.08], [-0.36, 4.78, 5.45], [2.93, 1.12, 5.89], [4.08, 0.66, 6.23], [1.91, 1.29, 6.87], [2.54, 1.45, 4.58], [2.21, 1.17, 7.81], [1.05, 1.70, 6.53], [1.66, 1.96, 4.42], [3.22, 1.35, 3.85], [4.07, -4.47, 2.96], [5.17, -4.40, 3.63], [3.33, -5.65, 2.81], [3.22, -3.41, 2.67], [3.78, -6.52, 3.03], [2.36, -5.61, 2.54], [3.65, -2.52, 2.87], [2.25, -3.66, 2.43], [0.44, 0.75, 0.20], [0.59, 1.99, 0.33], [-0.05, -0.09, 1.20], [0.71, -0.05, -0.90], [-0.08, 0.34, 2.11], [-0.08, -1.08, 1.04], [1.16, 0.28, -1.76], [0.56, -1.05, -0.90], [-1.87, -2.67, -0.16], [-1.19, -3.05, 0.86], [-3.29, -2.53, -0.17], [-1.30, -2.50, -1.46], [-3.71, -2.51, 0.74], [-3.81, -2.21, -0.96], [-0.28, -2.62, -1.41], [-1.89, -2.35, -2.24], [5.62, -0.92, 3.28], [4.49, -1.14, 3.75], [6.62, -1.94, 3.40], [6.01, 0.14, 2.45], [7.61, -1.78, 3.34], [6.30, -2.72, 3.97], [5.21, 0.74, 2.30], [6.89, 0.15, 2.00], [3.64, 1.81, -4.80], [2.43, 1.46, -3.93], [1.24, 0.85, -4.68], [0.89, 1.61, -5.81], [0.44, 2.95, -5.66], [2.87, 0.43, -2.94], [4.03, 0.94, -5.33], [4.40, 2.23, -4.14], [3.38, 2.58, -5.53], [2.17, 2.37, -3.39], [0.42, 0.83, -3.95], [1.52, -0.14, -5.03], [0.45, 3.26, -6.71], [1.05, 3.57, -5.00], [-0.61, 3.03, -5.33], [3.51, -0.14, -3.50], [3.52, 0.81, -2.26], [-0.08, -6.81, 2.29], [0.52, -6.29, 0.97], [-0.57, -6.39, -0.13], [-0.31, -5.92, -1.43], [-1.20, -6.32, -2.44], [0.82, -4.87, 1.36], [-0.08, -7.90, 2.30], [-1.08, -6.44, 2.50], [0.52, -6.56, 3.17], [1.42, -6.79, 0.62], [-1.56, -6.03, 0.16], [-0.60, -7.49, -0.23], [-1.55, -7.34, -2.30], [-0.73, -6.22, -3.42], [-2.02, -5.60, -2.45], [1.15, -4.45, 0.46], [-0.01, -4.24, 1.16], [-2.66, 0.43, -1.85], [-3.45, -0.05, -3.05], [-3.13, 0.66, -4.33], [-3.94, 0.29, -5.39], [-3.62, 0.89, -6.60], [-3.28, -1.52, -3.14], [-1.59, 0.40, -2.08], [-2.77, -0.13, -0.92], [-2.85, 1.50, -1.71], [-4.53, 0.08, -2.85], [-2.05, 0.53, -4.51], [-3.20, 1.75, -4.17], [-3.41, 1.96, -6.52], [-4.29, 0.65, -7.43], [-2.67, 0.51, -7.00], [-4.13, -1.95, -3.48], [-3.12, -1.94, -2.23], [-1.44, 6.13, 0.33], [-2.79, 5.47, 0.59], [-3.98, 6.22, -0.06], [-4.30, 7.34, 0.71], [-5.25, 7.08, 1.71], [-2.68, 4.06, 0.17], [-0.59, 5.61, 0.76], [-1.52, 7.15, 0.72], [-1.23, 6.27, -0.74], [-2.99, 5.50, 1.67], [-4.85, 5.57, -0.15], [-3.69, 6.52, -1.07], [-6.14, 6.60, 1.28], [-5.55, 8.00, 2.21], [-4.92, 6.32, 2.42], [-2.81, 3.98, -0.83], [-1.76, 3.67, 0.37]], "mulliken_charge": [0.405, -0.667, -0.266, -0.220, 0.336, 0.336, 0.424, -0.693, 0.650, -0.347, 0.003, -0.322, 0.112, 0.281, 0.466, -0.510, -0.202, -0.347, 0.175, 0.311, 0.197, 0.219, 0.265, -0.689, -0.223, -0.159, 0.213, 0.186, 0.194, 0.052, 0.603, -0.721, -0.111, -0.431, 0.095, 0.173, 0.149, 0.245, 0.413, -0.688, -0.343, -0.057, 0.217, 0.192, 0.166, 0.101, 0.239, -0.717, -0.300, 0.165, 0.200, 0.164, 0.133, 0.290, 0.381, -1.093, 0.385, 0.803, 0.196, -0.309, -0.524, -0.102, -0.137, -0.186, -0.219, 0.343, 0.295, 0.215, -0.237, -0.033, 0.652, -0.837, -0.372, -0.431, 0.178, 0.259, 0.226, 0.172, -1.740, 0.683, 0.442, -0.479, -0.477, -0.460, 0.439, 0.424, 0.389, -0.439, -0.373, 0.274, 0.328, 0.246, 0.048, 0.493, 0.154, -1.793, 0.702, -0.985, -0.232, -0.889, 0.216, 0.437, 0.389, 0.458, 0.483, 0.303, 0.575, 0.336, 0.304, 0.241, 0.213, -0.699, -0.204, 0.953, -0.811, -0.404, -0.751, -0.638, -0.353, -0.035, 0.343, 0.218, 0.181, 0.362, 0.294, 0.297, 0.294, 0.274, -0.206, -1.327, 0.945, -0.830, -0.381, -0.703, -0.348, 0.020, 0.536, 0.260, -0.013, 0.396, 0.406, 0.295, 0.259, 0.298, 0.138, 0.240]}


No. 2
{"formula": "C12H28BCl2LuN2O7P2", "method": "ωB97M-V/def2-TZVPD", "relative_energy_kj_mol": 1174.5, "gap_ev": 2.589, "charge": 2, "e_homo_ev": -13.64, "symbols": ["C", "C", "C", "Cl", "B", "P", "N", "O", "O", "O", "C", "N", "Cl", "C", "O", "C", "C", "C", "C", "C", "C", "C", "P", "O", "O", "O", "H", "H", "H", "H", "H", "H", "H", "H", "H", "H", "H", "H", "H", "H", "H", "H", "H", "H", "H", "H", "H", "H", "H", "H", "H", "H", "H", "H", "Lu"], "coordinates": [[1.57, 2.37, 1.94], [0.41, 2.31, 3.11], [-1.11, 2.71, 2.55], [-2.00, 3.41, 4.06], [-1.95, 1.42, 1.96], [-3.69, 2.24, 1.63], [-4.45, 1.58, 0.32], [-3.44, 3.94, 1.18], [-4.78, 2.07, 2.99], [-1.91, 0.19, 2.78], [-1.10, -0.86, 2.08], [0.39, -0.91, 2.33], [-1.69, -2.40, 2.93], [-1.51, -0.60, 0.50], [-0.45, -0.69, -0.54], [0.04, -2.07, -0.69], [1.32, -2.03, -1.77], [0.60, -1.99, -3.27], [2.35, -0.78, -1.51], [3.51, -0.64, -2.71], [5.00, -0.52, -2.03], [3.12, 0.73, -3.56], [-3.13, -1.48, 0.00], [-2.99, -3.22, 0.05], [-3.72, -0.99, -1.56], [-1.65, 0.89, 0.60], [1.76, 3.53, 1.72], [2.59, 1.94, 2.31], [1.17, 1.88, 0.94], [0.68, 3.18, 3.88], [0.42, 1.32, 3.75], [-0.93, 3.58, 1.78], [-5.37, 1.19, 0.62], [-2.84, 3.86, 0.35], [-5.59, 1.53, 2.76], [0.93, -0.33, 1.65], [0.77, -1.88, 2.39], [-0.82, -2.66, -1.28], [0.36, -2.60, 0.30], [1.83, -3.10, -1.71], [1.31, -1.63, -4.12], [0.22, -3.11, -3.45], [-0.39, -1.34, -3.16], [2.98, -1.05, -0.53], [1.84, 0.26, -1.35], [3.43, -1.53, -3.50], [5.38, -1.62, -1.83], [5.67, 0.08, -2.80], [4.93, 0.12, -1.05], [4.04, 1.07, -4.20], [2.91, 1.60, -2.77], [2.16, 0.61, -4.23], [-3.68, -3.64, 0.64], [-4.38, -1.71, -1.86], [-0.09, -4.22, 1.38]], "nbo_charge": [-0.665, -0.426, -0.430, -0.028, 0.575, 1.902, -0.812, -0.852, -0.915, -0.660, 0.411, -0.839, -0.048, 0.195, -0.507, -0.090, -0.214, -0.635, -0.447, -0.209, -0.635, -0.637, 1.468, -0.992, -0.897, -0.691, 0.245, 0.249, 0.197, 0.264, 0.239, 0.261, 0.380, 0.515, 0.516, 0.425, 0.356, 0.225, -0.002, 0.224, 0.265, 0.218, 0.218, 0.209, 0.239, 0.214, 0.229, 0.242, 0.213, 0.238, 0.204, 0.219, 0.546, 0.530, 1.200]}


No. 3
{"formula": "C10H12N3S", "method": "ωB97M-V/def2-TZVPD", "relative_energy_kj_mol": 311.3, "gap_ev": 7.255, "charge": 1, "e_homo_ev": -11.41, "symbols": ["C", "C", "N", "C", "N", "N", "C", "C", "C", "S", "C", "C", "C", "C", "H", "H", "H", "H", "H", "H", "H", "H", "H", "H", "H", "H"], "coordinates": [[-3.54, -1.68, 0.00], [-2.30, -0.88, 0.14], [-2.09, 0.40, -0.08], [-0.74, 0.55, -0.23], [-0.12, -0.60, -0.09], [-1.07, -1.57, 0.13], [1.21, -0.93, -0.17], [1.83, -2.14, -0.08], [3.19, -2.15, 0.02], [4.02, -0.60, -0.02], [2.62, 0.26, -0.11], [2.47, 1.72, 0.07], [1.02, 2.25, 0.38], [-0.08, 1.85, -0.56], [-3.55, -2.55, 0.53], [-4.32, -1.05, 0.55], [-3.88, -1.65, -1.00], [-0.83, -2.52, -0.10], [1.46, -3.17, -0.14], [3.73, -2.97, -0.14], [3.21, 2.09, 0.82], [2.71, 2.41, -0.85], [0.63, 1.81, 1.29], [1.31, 3.33, 0.53], [0.50, 1.91, -1.44], [-0.97, 2.50, -0.54]], "nbo_charge": [-0.685, 0.467, -0.431, 0.455, -0.147, -0.353, 0.074, -0.282, -0.402, 0.652, -0.189, -0.500, -0.376, -0.483, 0.249, 0.270, 0.270, 0.441, 0.250, 0.231, 0.262, 0.240, 0.203, 0.253, 0.257, 0.274]}


No. 4
{"formula": "C22H37ClN2O7", "method": "ωB97M-V/def2-TZVPD", "gap_ev": 1.690, "charge": 0, "e_homo_ev": -7.52, "symbols": ["C", "C", "O", "N", "C", "C", "C", "C", "C", "C", "C", "C", "Cl", "O", "C", "O", "O", "C", "C", "O", "O", "H", "H", "H", "H", "H", "H", "H", "H", "H", "H", "H", "H", "H", "H", "H", "H", "H", "H", "H", "C", "C", "C", "C", "C", "C", "N", "O", "C", "C", "C", "H", "H", "H", "H", "H", "H", "H", "H", "H", "H", "H", "H", "H", "H", "H", "H", "H", "H"], "coordinates": [[3.74, -4.97, 0.62], [3.31, -3.37, 0.81], [4.35, -2.50, 0.79], [1.86, -2.92, 1.03], [1.44, -2.11, -0.20], [0.46, -0.83, 0.19], [-0.88, -1.31, 1.06], [-1.92, -1.94, -0.05], [-3.01, -3.01, 0.58], [-2.93, -4.23, -0.55], [-4.19, -5.29, -0.46], [-4.29, -6.21, -1.85], [-2.66, -6.43, -2.70], [-2.73, -3.57, 1.95], [-3.81, -3.17, 2.91], [-4.27, -3.80, 4.00], [-4.26, -1.88, 2.28], [-4.52, -2.36, 0.88], [-5.15, -1.31, -0.21], [-5.90, -1.76, -1.23], [-4.79, 0.13, -0.01], [2.86, -5.70, 0.94], [4.67, -5.12, 1.35], [4.02, -5.12, -0.51], [1.27, -3.81, 0.97], [2.37, -1.66, -0.77], [0.90, -2.85, -0.96], [0.04, -0.42, -0.84], [1.03, 0.06, 0.69], [-1.39, -0.32, 1.49], [-0.61, -2.06, 1.93], [-2.40, -1.04, -0.63], [-1.27, -2.53, -0.85], [-3.02, -3.69, -1.61], [-1.86, -4.75, -0.51], [-4.02, -6.01, 0.47], [-5.24, -4.77, -0.35], [-4.85, -7.21, -1.59], [-5.00, -5.60, -2.59], [-5.38, -3.16, 1.11], [1.83, 2.75, 1.05], [2.79, 3.41, 0.02], [3.54, 4.60, 0.68], [2.66, 5.83, 0.89], [1.97, 6.24, -0.40], [1.18, 5.08, -1.07], [2.00, 3.83, -1.19], [2.92, 4.02, -2.25], [-0.11, 4.79, -0.27], [0.64, 5.58, -2.45], [3.83, 2.29, -0.29], [1.04, 2.18, 0.56], [2.37, 2.04, 1.70], [1.38, 3.46, 1.74], [4.40, 4.89, 0.06], [3.95, 4.28, 1.65], [1.92, 5.65, 1.68], [3.29, 6.66, 1.25], [1.29, 7.08, -0.19], [2.73, 6.63, -1.09], [-0.63, 3.91, -0.66], [-0.81, 5.63, -0.34], [0.05, 4.64, 0.80], [1.44, 5.94, -3.11], [-0.05, 6.43, -2.31], [0.09, 4.79, -2.97], [3.35, 1.42, -0.76], [4.31, 1.94, 0.63], [4.64, 2.63, -0.95]], "nbo_charge": [-0.728, 0.690, -0.617, -0.652, -0.244, -0.413, -0.427, -0.451, 0.277, -0.439, -0.436, -0.378, -0.099, -0.564, 0.991, -0.551, -0.526, -0.035, 0.718, -0.653, -0.658, 0.223, 0.259, 0.253, 0.377, 0.223, 0.197, 0.203, 0.200, 0.228, 0.234, 0.269, 0.200, 0.236, 0.233, 0.216, 0.242, 0.228, 0.227, 0.217, -0.637, 0.096, -0.396, -0.414, -0.397, 0.099, 0.200, -0.171, -0.636, -0.613, -0.612, 0.237, 0.247, 0.216, 0.224, 0.249, 0.212, 0.245, 0.247, 0.223, 0.239, 0.240, 0.220, 0.231, 0.235, 0.236, 0.238, 0.241, 0.230]}